{"formula": "C5H13BrN", "method": "ωB97M-V with the def2-TZVPD basis set", "elements": ["C", "C", "C", "C", "C", "N", "Br", "H", "H", "H", "H", "H", "H", "H", "H", "H", "H", "H", "H", "H"], "positions_angstrom": [[2.246, -2.207, -0.796], [-1.801, 1.058, -1.035], [-0.944, 1.753, 1.118], [-0.776, -0.493, 0.541], [1.979, -1.264, 0.371], [-0.726, 0.853, 0.009], [2.382, 0.577, 0.288], [3.354, -2.139, -0.934], [1.704, -1.965, -1.754], [1.945, -3.237, -0.595], [-1.530, 0.744, -2.033], [-2.729, 0.458, -0.646], [-2.189, 2.058, -1.208], [-1.968, 1.852, 1.680], [-0.179, 1.420, 1.831], [-0.870, 2.859, 0.789], [-1.097, -1.258, -0.166], [-1.127, -0.476, 1.583], [2.166, -1.587, 1.416], [0.159, 0.994, -0.457]], "total_charge": 1, "multiplicity": 1, "e_tot_ha": -2826.6579, "orbital_gap_ev": [7.504, 9.860]}